Record 1
ORCA calculation (ωB97M-V with the def2-TZVPD basis set) on C5H7NO in the gas phase.

```
14
Properties=species:S:1:pos:R:3:forces:R:3:nbo_charge:R:1
C 1.713 -0.381 -1.078 -0.45 1.13 0.00 -0.639
C -0.343 0.501 0.431 -1.59 1.73 2.97 0.150
C -1.881 0.440 0.905 0.38 0.12 -0.43 0.436
C -0.043 -0.855 0.732 1.94 -0.47 -1.30 -0.272
C 0.355 -0.823 -0.609 -0.04 -2.02 0.37 -0.080
N 0.047 1.725 0.266 1.18 -0.41 -0.49 -0.710
O -2.282 0.950 1.903 0.19 -0.15 -0.14 -0.495
H -0.390 2.343 0.954 -0.66 -0.19 -0.59 0.369
H -2.507 -0.078 0.156 -0.28 0.16 0.00 0.118
H -0.641 -1.575 1.274 -0.53 0.24 -0.31 0.226
H -0.187 -1.445 -1.322 -0.06 0.04 -0.22 0.191
H 2.381 -1.240 -1.167 -0.24 -0.11 0.12 0.236
H 2.146 0.341 -0.388 0.07 -0.04 0.04 0.247
H 1.633 0.098 -2.055 0.09 -0.02 -0.02 0.223
```
Forces are in eV/Å.

The calculation puts the energy above the lowest of the compared OMol25 structures with the same formula, charge and spin at 5.5451 eV. The calculation puts the HOMO-LUMO gap at 0.2859 Eh. The lowest unoccupied orbital energy is -0.01779 Ha.

Record 2
ORCA calculation (ωB97M-V with the def2-TZVPD basis set) on C3H4N2O in the gas phase.

```
10
Properties=species:S:1:pos:R:3:forces:R:3:nbo_charge:R:1
O 1.721 0.847 -1.037 -1.13 -0.56 -0.40 -0.483
C 0.640 0.503 -0.682 0.17 -0.46 -0.24 0.737
C -0.391 1.100 0.256 0.08 0.18 -0.02 -0.373
N -0.360 0.068 1.296 -0.51 -0.30 0.07 -0.448
C -0.176 -1.024 0.648 -0.12 0.07 0.44 0.244
N -0.016 -0.902 -0.719 0.70 0.29 0.17 -0.727
H -0.243 2.108 0.643 0.36 -0.22 -0.13 0.228
H -1.327 1.047 -0.322 0.01 0.16 0.29 0.220
H -0.015 -1.980 1.141 -0.35 0.04 -0.05 0.191
H 0.166 -1.767 -1.225 0.80 0.79 -0.13 0.411
```
Forces are in eV/Å.

The calculation puts the energy above the lowest of the compared OMol25 structures with the same formula, charge and spin at 1.5657 eV. Its SMILES is O=C1CN=CN1. The calculation puts the HOMO-LUMO gap at 0.3906 Eh. The lowest unoccupied orbital energy is 0.03200 Ha.

Record 3
ORCA calculation (ωB97M-V with the def2-TZVPD basis set) on a molecular structure, C4H4NiO2.

```
11
Properties=species:S:1:pos:R:3:forces:R:3:mulliken_spin:R:1
O 0.343 -1.581 2.639 -0.78 -0.75 1.58 0.868
C 0.699 -0.539 2.125 0.36 1.83 -3.27 0.110
C -0.035 -0.116 0.919 1.03 0.68 -1.98 0.253
H 1.615 0.002 2.429 0.13 -0.61 0.15 0.075
H -1.071 0.210 1.055 0.05 -1.19 -0.01 0.010
C 0.600 0.142 -0.409 -1.11 -2.87 4.11 0.245
C -0.140 0.324 -1.610 2.87 4.58 2.35 0.297
O -1.254 -0.053 -1.923 -2.16 -1.22 -0.34 0.182
Ni -2.620 0.251 -3.132 -0.20 0.02 -0.17 0.966
H 1.660 -0.109 -0.486 0.00 0.86 -0.16 0.005
H 0.203 1.470 -1.609 -0.20 -1.32 -2.26 -0.010
```
Forces are in eV/Å.

The spin multiplicity is 4. The calculation puts the HOMO-LUMO gap (alpha / beta) at 0.2210 / 0.2035 Eh. The net charge is +1. As for the expectation value of S²: 3.7907. The lowest unoccupied orbital energy (alpha / beta) is -0.18074 / -0.28043 Ha.

Record 4
ORCA calculation (ωB97M-V with the def2-TZVPD basis set) on a molecular structure, C25H37ClNO4ReSb2Se3Te.

```
75
Properties=species:S:1:pos:R:3:forces:R:3:mulliken_spin:R:1
Re 1.639 0.788 -0.468 0.32 0.02 0.23 0.695
C -0.036 -1.252 2.877 0.09 -0.01 0.00 0.004
Sb 0.426 -1.276 0.804 -0.13 0.00 0.04 0.000
C -1.371 -2.041 -0.015 0.03 -0.03 -0.03 -0.002
C 1.776 -2.948 0.615 0.06 0.00 -0.04 0.006
C 1.193 -4.112 -0.125 -0.03 0.05 -0.03 0.001
C 0.861 -5.251 0.613 0.00 -0.01 -0.01 0.001
C 0.290 -6.363 0.025 0.00 0.01 -0.02 0.000
C 0.041 -6.355 -1.340 0.00 0.00 0.02 0.000
C 0.363 -5.232 -2.080 0.02 -0.03 0.01 0.000
C 0.929 -4.095 -1.500 0.08 0.01 0.06 0.000
C 1.142 -2.947 -2.472 -0.12 0.08 0.00 -0.006
Sb 2.212 -1.094 -2.282 0.19 -0.19 -0.26 -0.016
C 1.749 -0.416 -4.228 0.01 0.02 0.01 0.007
C 4.244 -1.665 -2.419 0.01 0.01 0.02 0.001
H -0.261 -2.265 3.202 -0.03 -0.02 0.02 -0.001
H -0.902 -0.614 3.041 -0.02 0.01 -0.02 0.000
H 0.810 -0.869 3.445 0.01 0.00 0.00 0.001
H -1.335 -3.129 -0.025 0.01 -0.01 0.02 0.000
H -1.494 -1.650 -1.021 0.01 0.01 0.01 0.001
H -2.196 -1.694 0.603 -0.01 0.02 0.01 -0.001
H 2.078 -3.247 1.619 -0.01 0.00 0.00 0.001
H 2.670 -2.552 0.128 -0.03 -0.03 0.04 -0.002
H 1.068 -5.258 1.676 0.00 0.00 0.02 0.000
H 0.049 -7.231 0.624 0.00 -0.01 0.00 0.000
H -0.399 -7.215 -1.825 0.00 -0.01 0.00 0.000
H 0.163 -5.228 -3.145 0.00 0.00 -0.01 0.000
H 0.163 -2.592 -2.811 -0.01 0.00 0.03 0.001
H 1.622 -3.349 -3.368 -0.01 0.00 -0.02 -0.001
H 2.000 -1.178 -4.963 -0.01 -0.01 0.01 -0.001
H 2.312 0.494 -4.428 0.00 -0.02 0.00 -0.007
H 0.686 -0.187 -4.267 0.01 0.00 0.00 -0.001
H 4.373 -2.377 -3.233 0.00 0.00 -0.01 0.000
H 4.568 -2.115 -1.482 -0.02 0.00 -0.02 -0.001
H 4.843 -0.775 -2.607 -0.02 -0.01 0.01 -0.001
Se 3.558 0.279 0.725 -0.22 0.06 -0.10 -0.098
Se 5.516 1.519 0.230 0.07 -0.03 -0.01 -0.012
Te 4.616 3.450 -1.052 0.04 0.06 0.04 0.037
Se 2.495 2.456 -1.998 -0.01 0.03 -0.06 0.362
C -5.003 0.231 -0.623 -0.01 0.01 -0.02 0.000
C -4.516 0.906 0.627 0.00 0.00 0.01 0.001
C -5.401 1.226 1.652 0.01 0.00 0.00 0.000
C -4.953 1.821 2.819 0.02 0.00 -0.01 0.000
Cl -6.088 2.200 4.073 -0.01 0.00 0.01 0.000
C -3.610 2.105 3.004 -0.02 0.00 -0.01 0.000
C -2.721 1.798 1.988 0.00 -0.03 -0.04 -0.001
C -3.169 1.217 0.811 -0.01 0.01 -0.01 0.001
O -2.222 0.885 -0.140 0.01 0.06 -0.01 0.004
C -2.240 1.660 -1.333 -0.03 -0.06 -0.06 -0.002
C -0.847 1.677 -1.955 -0.03 0.02 0.17 -0.006
O -0.503 2.566 -2.700 -0.05 0.06 -0.09 0.000
O -0.117 0.658 -1.585 -0.05 -0.15 0.04 0.058
H -5.923 -0.318 -0.428 -0.01 0.00 0.00 0.000
H -4.260 -0.468 -1.008 0.00 -0.01 0.01 0.000
H -5.216 0.959 -1.409 0.00 -0.01 0.00 0.000
H -6.453 0.996 1.544 -0.02 0.00 0.00 0.000
H -3.275 2.558 3.926 0.01 0.00 0.01 0.000
H -1.661 1.994 2.092 0.05 0.03 0.00 0.000
H -2.547 2.689 -1.134 0.02 0.00 0.02 0.000
H -2.932 1.231 -2.065 0.00 0.06 -0.02 0.001
C 1.865 5.252 2.254 0.01 0.04 0.00 0.000
N 1.627 3.836 1.985 -0.05 -0.03 -0.04 -0.003
C 2.114 2.896 2.992 0.01 -0.03 0.00 0.000
C 0.965 3.432 0.921 0.14 -0.02 0.05 0.010
C 0.440 4.443 -0.044 -0.13 0.00 0.03 0.022
O 0.734 2.186 0.764 -0.26 0.04 0.05 -0.040
H 2.627 5.327 3.025 0.00 0.00 0.00 -0.001
H 0.957 5.740 2.608 0.00 0.01 0.00 0.000
H 2.229 5.760 1.365 0.01 0.00 0.00 0.000
H 1.673 3.143 3.958 0.00 0.01 -0.01 -0.001
H 1.843 1.885 2.712 -0.01 0.02 0.01 0.002
H 3.199 2.978 3.063 0.01 -0.01 -0.01 -0.001
H -0.284 5.084 0.465 0.02 0.02 0.00 0.002
H -0.042 3.950 -0.883 0.05 0.00 -0.01 -0.009
H 1.244 5.078 -0.415 0.01 -0.01 -0.03 -0.005
```
Forces are in eV/Å.

The spin multiplicity is 2. The calculation puts the energy above the lowest of the compared OMol25 structures with the same formula, charge and spin at 0.0000 eV. The calculation puts the HOMO-LUMO gap (alpha / beta) at 0.2193 / 0.2129 Eh. The net charge is +1. As for the expectation value of S²: 0.7827. The lowest unoccupied orbital energy (alpha / beta) is -0.15109 / -0.15946 Ha.

Record 5
ORCA calculation (ωB97M-V with the def2-TZVPD basis set) on 2 unconnected molecules or ions with the total composition C2H5N3O3.

```
13
Properties=species:S:1:pos:R:3:forces:R:3:nbo_charge:R:1
C -0.396 0.488 0.033 -1.29 -1.69 -1.17 0.755
C 2.146 0.686 -0.134 3.77 2.56 -0.25 0.485
H -2.719 0.657 0.609 -1.21 -3.34 -2.30 0.391
H -3.158 -0.457 -0.976 0.70 1.10 3.92 0.367
H -1.130 -1.547 -0.143 0.62 2.64 0.04 0.414
H 2.286 -1.208 0.932 -3.08 -0.05 -3.99 0.496
H 2.296 1.904 -0.335 -1.18 -3.32 0.60 0.194
N -2.759 -0.417 0.118 0.84 4.03 -1.80 -0.644
N -1.335 -0.491 -0.165 0.92 -4.40 0.45 -0.490
N 0.955 0.040 -0.067 1.72 -0.99 0.01 -0.207
O -0.723 1.634 0.093 0.41 1.66 0.63 -0.605
O 1.312 -1.300 0.026 0.83 -0.38 3.70 -0.542
O 3.226 0.012 0.009 -3.04 2.18 0.18 -0.613
```
Forces are in eV/Å.

The calculation puts the energy above the lowest of the compared OMol25 structures with the same formula, charge and spin at 5.1896 eV. The calculation puts the HOMO-LUMO gap at 0.3693 Eh. The lowest unoccupied orbital energy is 0.01434 Ha.